1.
Formula: C27H32N4O5
Source: OMol25
Level of theory: ωB97M-V with the def2-TZVPD basis set

Element x y z (Å)
C (3.279, -3.285, -4.392)
C (2.737, -3.110, -3.007)
C (3.126, -3.935, -1.960)
C (2.593, -3.774, -0.696)
C (1.651, -2.791, -0.421)
C (1.040, -2.684, 0.939)
C (1.272, -1.956, -1.471)
N (0.277, -0.948, -1.284)
C (0.559, 0.349, -1.107)
O (-0.337, 1.190, -1.007)
C (2.014, 0.753, -0.989)
C (2.446, 0.939, 0.474)
C (2.155, 2.293, 1.116)
O (2.939, 2.791, 1.894)
N (0.960, 2.845, 0.782)
C (0.461, 4.018, 1.298)
C (1.071, 4.954, 2.175)
C (0.108, 5.904, 2.348)
C (0.078, 7.160, 3.135)
O (-0.984, 5.569, 1.637)
N (-0.760, 4.397, 0.989)
C (-1.130, -1.350, -1.470)
C (-1.829, -1.534, -0.090)
O (-2.128, -2.620, 0.358)
N (-2.049, -0.364, 0.519)
C (-2.620, -0.241, 1.843)
C (-3.941, 0.557, 1.804)
C (-3.792, 1.660, 2.852)
C (-2.296, 1.953, 2.845)
C (-1.681, 0.557, 2.770)
C (-1.238, -2.577, -2.307)
C (-1.715, -2.733, -3.578)
C (-1.584, -4.109, -3.879)
C (-1.040, -4.680, -2.770)
O (-0.828, -3.763, -1.819)
C (1.804, -2.118, -2.743)
H (3.629, -2.335, -4.791)
H (4.102, -3.994, -4.401)
H (2.497, -3.656, -5.054)
H (3.850, -4.717, -2.139)
H (2.904, -4.434, 0.101)
H (0.763, -1.659, 1.178)
H (1.723, -3.056, 1.699)
H (0.129, -3.281, 0.971)
H (2.144, 1.693, -1.529)
H (2.649, -0.005, -1.448)
H (3.525, 0.796, 0.552)
H (1.978, 0.177, 1.104)
H (0.342, 2.384, 0.106)
H (2.053, 4.900, 2.589)
H (1.010, 7.273, 3.680)
H (-0.754, 7.142, 3.837)
H (-0.061, 8.014, 2.474)
H (-1.630, -0.525, -1.993)
H (-1.757, 0.495, 0.064)
H (-2.771, -1.261, 2.203)
H (-4.804, -0.080, 1.990)
H (-4.055, 1.000, 0.814)
H (-4.392, 2.536, 2.614)
H (-4.094, 1.290, 3.833)
H (-1.969, 2.501, 3.727)
H (-2.034, 2.534, 1.960)
H (-1.669, 0.101, 3.761)
H (-0.660, 0.569, 2.390)
H (-2.111, -1.968, -4.213)
H (-1.860, -4.598, -4.790)
H (-0.766, -5.691, -2.545)
H (1.473, -1.462, -3.535)

As for the SMILES: Cc1ccc(C)c(N(C(=O)CCC(=O)Nc2cc(C)on2)[C@H](C(=O)NC2CCCC2)c2ccco2)c1. The HOMO-LUMO gap is 0.34615 Eh. Its LUMO energy is 0.62 eV.


2.
Formula: C27H33AsBrN8O8S2Ti
Source: OMol25
Level of theory: ωB97M-V with the def2-TZVPD basis set

Element x y z (Å)
Ti (-0.873, 0.233, 0.185)
C (1.774, 1.392, -2.746)
C (1.460, -0.097, -2.454)
N (1.246, -0.396, -1.036)
C (2.503, -0.186, -0.297)
C (2.270, 0.479, 1.052)
N (1.127, 1.391, 0.978)
C (1.467, 2.775, 0.592)
C (2.071, 2.927, -0.794)
N (1.230, 2.394, -1.854)
H (1.449, 1.583, -3.775)
H (2.856, 1.540, -2.759)
H (2.293, -0.689, -2.861)
H (0.580, -0.410, -3.006)
H (1.022, -1.388, -0.936)
H (3.162, 0.430, -0.905)
H (3.023, -1.137, -0.146)
H (3.178, 0.995, 1.387)
H (2.038, -0.278, 1.798)
H (0.751, 1.469, 1.917)
H (2.169, 3.203, 1.318)
H (0.548, 3.358, 0.645)
H (3.062, 2.466, -0.833)
H (2.238, 4.000, -0.939)
H (0.308, 2.197, -1.500)
N (-5.301, -3.276, 5.498)
C (-4.200, -2.741, 4.855)
C (-2.916, -3.232, 5.118)
C (-1.813, -2.679, 4.504)
C (-1.977, -1.623, 3.610)
C (-3.243, -1.103, 3.368)
C (-4.346, -1.659, 3.983)
S (-0.577, -0.881, 2.869)
O (-1.005, 0.484, 2.456)
O (0.516, -0.946, 3.795)
N (-0.201, -1.459, 1.403)
C (0.389, -2.702, 1.326)
N (1.053, -2.987, 0.198)
C (1.614, -4.186, 0.110)
C (1.548, -5.120, 1.126)
C (0.856, -4.722, 2.258)
N (0.280, -3.535, 2.367)
H (-5.197, -4.209, 5.859)
H (-6.193, -3.114, 5.061)
H (-2.790, -4.048, 5.820)
H (-0.822, -3.047, 4.713)
H (-3.362, -0.262, 2.702)
H (-5.329, -1.246, 3.792)
H (2.136, -4.400, -0.816)
H (2.007, -6.093, 1.043)
H (0.753, -5.384, 3.112)
O (-1.622, 3.342, 2.415)
As (-2.467, 3.114, 0.887)
O (-2.660, 4.531, 0.142)
O (-1.425, 2.007, 0.091)
C (-4.116, 2.314, 1.534)
C (-4.691, 3.062, 2.557)
C (-5.893, 2.669, 3.129)
C (-6.530, 1.523, 2.684)
C (-5.966, 0.767, 1.667)
C (-4.766, 1.162, 1.095)
S (-4.092, 0.152, -0.195)
O (-4.986, -0.953, -0.397)
O (-2.799, -0.324, 0.419)
O (-3.861, 1.033, -1.313)
H (-1.425, 2.475, 2.804)
H (-4.193, 3.957, 2.906)
H (-6.330, 3.263, 3.921)
H (-7.471, 1.217, 3.125)
H (-6.439, -0.133, 1.299)
Br (-1.994, -3.127, -1.099)
C (-2.058, -1.653, -2.269)
C (-2.741, -1.821, -3.462)
C (-2.837, -0.745, -4.323)
C (-2.258, 0.457, -3.956)
C (-1.600, 0.523, -2.748)
N (-1.464, -0.519, -1.908)
H (-3.196, -2.774, -3.684)
H (-3.378, -0.844, -5.254)
H (-2.337, 1.344, -4.567)
H (-1.193, 1.466, -2.419)

The spin multiplicity is 2. The HOMO-LUMO gap (spin up / spin down) is 0.29144 / 0.31432 Eh. Its LUMO energy (spin up / spin down) is 0.10 / 0.11 eV.


3.
Formula: C27H33ClN
Source: OMol25
Level of theory: ωB97M-V with the def2-TZVPD basis set

Element x y z (Å)
C (1.843, 6.944, 0.945)
C (1.041, 5.827, 0.351)
C (-0.346, 5.937, 0.280)
C (-1.138, 4.957, -0.314)
C (-2.606, 5.274, -0.308)
C (-0.538, 3.790, -0.827)
C (-1.357, 2.680, -1.477)
C (-2.084, 3.159, -2.749)
C (-2.351, 2.010, -0.511)
C (-1.876, 1.103, 0.542)
C (-2.585, 0.896, 1.746)
C (-1.888, 0.521, 2.952)
C (-0.408, 0.456, 2.942)
C (-2.553, 0.148, 4.105)
C (-3.946, 0.200, 4.174)
C (-4.663, -0.196, 5.414)
C (-4.650, 0.678, 3.062)
C (-4.023, 1.046, 1.880)
C (-4.913, 1.597, 0.807)
C (0.867, 3.673, -0.755)
C (1.576, 2.468, -1.314)
C (1.637, 4.672, -0.158)
H (2.911, 6.707, 0.923)
H (1.679, 7.874, 0.384)
H (1.547, 7.138, 1.983)
H (-0.822, 6.828, 0.700)
H (-3.198, 4.743, -1.049)
H (-3.056, 5.085, 0.679)
H (-2.755, 6.347, -0.499)
H (-0.674, 1.887, -1.795)
H (-1.362, 3.512, -3.496)
H (-2.669, 2.341, -3.188)
H (-2.771, 3.988, -2.557)
H (-2.907, 2.804, 0.003)
H (-3.044, 1.433, -1.143)
H (-0.972, 0.521, 0.318)
H (-0.030, 0.164, 3.926)
H (-0.127, -0.314, 2.223)
H (0.088, 1.394, 2.661)
H (-1.965, -0.186, 4.965)
H (-5.737, -0.070, 5.275)
H (-4.476, -1.244, 5.659)
H (-4.337, 0.403, 6.271)
H (-5.736, 0.792, 3.127)
H (-5.940, 1.252, 0.985)
H (-4.970, 2.698, 0.822)
H (-4.634, 1.271, -0.200)
H (2.663, 2.583, -1.210)
H (1.291, 1.553, -0.779)
H (1.366, 2.321, -2.383)
H (2.725, 4.555, -0.091)
Cl (4.480, -3.364, 0.488)
C (3.073, -2.378, 0.495)
C (1.847, -2.886, 0.034)
C (0.724, -2.043, 0.062)
N (0.788, -0.766, 0.465)
C (1.964, -0.302, 0.944)
C (3.135, -1.061, 0.969)
H (1.763, -3.907, -0.331)
H (-0.251, -2.432, -0.246)
H (1.971, 0.711, 1.361)
H (4.061, -0.635, 1.347)

The HOMO-LUMO gap is 0.21627 Eh. Its LUMO energy is -5.13 eV. As for the net charge: +1.


4.
Formula: C27H33F3NO3
Source: OMol25
Level of theory: ωB97M-V with the def2-TZVPD basis set

Element x y z (Å)
C (-4.127, 0.568, 0.778)
C (-3.274, 0.921, 2.006)
C (-3.072, 2.431, 2.029)
C (-4.048, 0.530, 3.275)
C (-1.935, 0.162, 1.923)
C (-0.724, 0.773, 1.736)
C (0.515, 0.046, 1.633)
C (1.708, 0.727, 1.364)
C (3.024, 0.177, 1.627)
F (3.965, 1.164, 1.823)
F (3.089, -0.634, 2.749)
F (3.525, -0.614, 0.591)
C (0.450, -1.386, 1.788)
C (-0.723, -2.066, 1.941)
C (-0.776, -3.606, 2.017)
C (-1.510, -4.057, 3.285)
C (0.623, -4.216, 2.038)
C (-1.516, -4.143, 0.785)
C (-1.988, -1.309, 1.962)
O (-3.091, -1.908, 1.995)
H (-4.344, -0.505, 0.777)
H (-5.071, 1.127, 0.803)
H (-3.582, 0.825, -0.138)
H (-2.476, 2.727, 2.899)
H (-2.584, 2.774, 1.112)
H (-4.049, 2.925, 2.102)
H (-3.450, 0.766, 4.163)
H (-4.990, 1.091, 3.321)
H (-4.273, -0.541, 3.263)
H (-0.635, 1.861, 1.686)
H (1.695, 1.750, 1.020)
H (1.402, -1.919, 1.760)
H (-2.534, -3.674, 3.283)
H (-1.533, -5.153, 3.325)
H (-0.984, -3.682, 4.170)
H (1.173, -3.977, 1.121)
H (1.190, -3.865, 2.908)
H (0.543, -5.308, 2.105)
H (-0.996, -3.823, -0.125)
H (-1.542, -5.238, 0.813)
H (-2.539, -3.755, 0.771)
C (6.274, 3.183, 0.315)
C (5.305, 3.383, -0.821)
O (4.481, 2.206, -0.921)
C (3.564, 2.297, -1.911)
C (2.575, 1.207, -1.841)
N (1.738, 1.142, -2.820)
C (0.698, 0.403, -3.026)
C (-0.118, 0.538, -4.212)
C (-1.385, -0.090, -4.264)
C (-2.209, 0.068, -5.371)
C (-1.771, 0.827, -6.469)
C (-0.505, 1.431, -6.444)
C (0.315, 1.304, -5.316)
O (3.536, 3.180, -2.750)
H (6.728, 4.146, 0.564)
H (5.785, 2.769, 1.201)
H (7.071, 2.495, 0.007)
H (4.660, 4.255, -0.631)
H (5.844, 3.507, -1.774)
H (2.662, 0.486, -1.027)
H (0.376, -0.336, -2.268)
H (-1.688, -0.691, -3.404)
H (-3.195, -0.397, -5.380)
H (-2.418, 0.941, -7.343)
H (-0.157, 2.005, -7.305)
H (1.297, 1.777, -5.277)

The HOMO-LUMO gap is 0.12533 Eh. Its LUMO energy is 0.69 eV. As for the net charge: -1.


5.
Formula: C27H33F5N6SeW
Source: OMol25
Level of theory: ωB97M-V with the def2-TZVPD basis set

Element x y z (Å)
W (0.808, -0.269, -2.053)
N (-1.837, -3.270, -3.691)
C (-2.828, -2.358, -3.395)
C (-2.233, -1.286, -2.813)
N (-0.879, -1.479, -2.755)
C (-0.653, -2.703, -3.298)
C (0.663, -3.145, -3.238)
N (1.559, -2.312, -2.615)
C (2.742, -3.024, -2.610)
C (2.585, -4.224, -3.217)
N (1.267, -4.321, -3.604)
H (-1.948, -4.117, -4.219)
H (-3.854, -2.547, -3.627)
H (-2.670, -0.366, -2.474)
H (3.645, -2.623, -2.196)
H (3.283, -5.017, -3.385)
H (0.876, -5.023, -4.207)
C (-2.288, -1.077, 4.457)
C (-2.077, -2.194, 3.434)
C (-1.202, -3.281, 4.078)
C (-3.445, -2.789, 3.067)
C (-1.410, -1.694, 2.170)
C (-1.092, -2.621, 1.139)
C (-0.497, -2.196, -0.008)
N (-0.193, -0.904, -0.286)
C (-0.450, 0.009, 0.731)
C (-1.065, -0.389, 1.933)
C (0.026, 1.327, 0.468)
C (-0.116, 2.423, 1.346)
C (0.442, 3.645, 1.057)
C (1.158, 3.737, -0.156)
C (1.244, 2.655, -0.992)
N (0.690, 1.460, -0.723)
C (0.290, 4.873, 1.934)
C (1.672, 5.459, 2.257)
C (-0.530, 5.912, 1.156)
C (-0.420, 4.565, 3.255)
H (-2.766, -1.484, 5.344)
H (-2.930, -0.297, 4.056)
H (-1.339, -0.638, 4.756)
H (-1.669, -3.633, 4.995)
H (-0.219, -2.884, 4.319)
H (-1.074, -4.132, 3.416)
H (-3.942, -3.157, 3.962)
H (-3.340, -3.617, 2.371)
H (-4.075, -2.031, 2.606)
H (-1.302, -3.671, 1.258)
H (-0.231, -2.927, -0.770)
H (-1.240, 0.368, 2.679)
H (-0.679, 2.276, 2.251)
H (1.622, 4.661, -0.455)
H (1.755, 2.755, -1.944)
H (2.190, 5.779, 1.358)
H (2.292, 4.724, 2.768)
H (1.560, 6.325, 2.905)
H (-0.047, 6.167, 0.217)
H (-0.636, 6.820, 1.746)
H (-1.521, 5.525, 0.931)
H (0.129, 3.819, 3.824)
H (-1.432, 4.210, 3.082)
H (-0.481, 5.471, 3.854)
F (3.707, -0.402, -3.167)
C (2.454, 0.120, -3.497)
F (2.742, 1.468, -3.622)
C (2.170, -0.424, -4.920)
F (0.915, -0.962, -4.955)
F (2.255, 0.445, -5.908)
F (2.966, -1.466, -5.231)
Se (-0.348, 1.323, -3.423)
C (2.550, -0.343, -0.642)
H (2.288, -0.219, 0.420)
H (3.273, 0.463, -0.840)
H (3.139, -1.266, -0.664)

The HOMO-LUMO gap (spin up / spin down) is 0.14289 / 0.14283 Eh. Its LUMO energy (spin up / spin down) is -0.90 / -0.90 eV.


6.
Formula: C27H33FN7S4SiTi
Source: OMol25
Level of theory: ωB97M-V with the def2-TZVPD basis set

Element x y z (Å)
Ti (-0.680, -0.436, -0.553)
C (-2.435, -3.360, 2.030)
C (-1.679, -2.755, 0.887)
N (-2.066, -1.561, 0.361)
N (-3.439, -1.330, 0.494)
C (-4.253, -1.399, -0.597)
N (-5.432, -0.732, -0.439)
S (-3.930, -2.336, -1.937)
C (-0.668, -3.394, 0.167)
C (-0.199, -4.708, 0.418)
C (0.592, -5.328, -0.510)
C (0.965, -4.632, -1.673)
C (0.560, -3.323, -1.805)
N (-0.210, -2.683, -0.919)
H (-3.353, -3.843, 1.682)
H (-1.833, -4.098, 2.559)
H (-2.710, -2.578, 2.740)
H (-3.676, -0.650, 1.201)
H (-5.338, 0.160, 0.031)
H (-5.944, -0.666, -1.303)
H (-0.506, -5.226, 1.316)
H (0.925, -6.347, -0.353)
H (1.567, -5.097, -2.442)
H (0.867, -2.764, -2.679)
C (1.518, -1.940, 2.348)
Si (2.417, -1.276, 0.837)
C (3.398, -2.714, 0.106)
C (3.693, -0.073, 1.583)
N (1.390, -0.537, -0.364)
C (1.900, -0.355, -1.641)
C (3.262, -0.137, -1.929)
C (3.735, 0.075, -3.213)
C (2.872, 0.083, -4.299)
C (1.522, -0.133, -4.071)
C (1.084, -0.347, -2.791)
F (-0.290, -0.576, -2.646)
H (1.972, -2.891, 2.650)
H (0.458, -2.110, 2.170)
H (1.595, -1.240, 3.182)
H (4.346, -2.853, 0.636)
H (3.620, -2.559, -0.953)
H (2.822, -3.639, 0.186)
H (4.565, -0.643, 1.919)
H (3.275, 0.435, 2.456)
H (4.048, 0.701, 0.894)
H (3.962, -0.112, -1.104)
H (4.793, 0.257, -3.362)
H (3.238, 0.258, -5.303)
H (0.796, -0.115, -4.873)
S (0.239, 2.067, -1.503)
C (-0.929, 3.290, -1.118)
C (-0.661, 4.653, -1.305)
C (-1.599, 5.625, -0.986)
C (-2.819, 5.255, -0.430)
C (-3.104, 3.908, -0.244)
C (-2.186, 2.917, -0.611)
S (-2.612, 1.234, -0.449)
H (0.305, 4.935, -1.710)
H (-1.381, 6.670, -1.182)
H (-3.547, 6.007, -0.145)
H (-4.053, 3.598, 0.179)
C (-1.626, 3.618, 3.074)
N (-0.356, 3.303, 2.455)
C (0.600, 4.231, 2.063)
C (1.559, 3.560, 1.406)
N (1.204, 2.227, 1.432)
C (0.015, 2.062, 2.045)
S (-0.816, 0.611, 2.285)
H (-2.120, 4.407, 2.510)
H (-1.485, 3.929, 4.111)
H (-2.238, 2.720, 3.045)
H (0.482, 5.285, 2.253)
H (2.450, 3.906, 0.915)
H (1.561, 1.509, 0.813)

The HOMO-LUMO gap (spin up / spin down) is 0.20416 / 0.19962 Eh. Its LUMO energy (spin up / spin down) is 2.50 / 2.48 eV. As for the net charge: -1.


7.
Formula: C27H33N4O4PS3Zr
Source: OMol25
Level of theory: ωB97M-V with the def2-TZVPD basis set

Element x y z (Å)
Zr (0.612, 1.340, -0.545)
N (0.863, 1.852, 1.809)
C (2.268, 1.591, 2.184)
C (3.116, 2.351, 1.168)
O (4.041, 3.056, 1.557)
N (2.653, 2.220, -0.091)
C (2.964, 3.329, -0.977)
C (1.663, 4.045, -1.344)
O (1.613, 5.090, -1.941)
O (0.573, 3.386, -0.945)
H (0.690, 2.854, 1.855)
H (0.224, 1.416, 2.468)
H (2.449, 0.517, 2.132)
H (2.521, 1.944, 3.183)
H (3.424, 3.001, -1.912)
H (3.640, 4.042, -0.505)
N (0.234, -2.164, 0.501)
P (-0.617, -0.817, 1.069)
C (-0.350, -0.992, 2.888)
C (-1.286, -0.581, 3.836)
C (-0.982, -0.606, 5.191)
C (0.261, -1.039, 5.622)
C (1.204, -1.450, 4.689)
C (0.902, -1.423, 3.337)
C (-2.365, -1.274, 0.894)
C (-3.328, -0.320, 1.213)
C (-4.678, -0.621, 1.106)
C (-5.078, -1.872, 0.661)
C (-4.123, -2.818, 0.316)
C (-2.774, -2.519, 0.429)
C (1.447, -2.034, -0.146)
C (2.122, -3.184, -0.573)
C (3.357, -3.050, -1.165)
C (3.911, -1.780, -1.304)
C (3.171, -0.710, -0.864)
N (1.945, -0.804, -0.313)
H (0.015, -3.093, 0.827)
H (-2.270, -0.255, 3.526)
H (-1.727, -0.291, 5.911)
H (0.495, -1.060, 6.678)
H (2.178, -1.791, 5.014)
H (1.652, -1.746, 2.624)
H (-3.019, 0.671, 1.523)
H (-5.420, 0.125, 1.360)
H (-6.130, -2.107, 0.572)
H (-4.428, -3.788, -0.054)
H (-2.043, -3.252, 0.114)
H (1.659, -4.152, -0.440)
H (3.887, -3.930, -1.509)
H (4.882, -1.619, -1.747)
H (3.548, 0.298, -0.945)
C (2.025, -0.958, -4.652)
C (1.169, -0.373, -3.558)
S (1.693, 1.153, -2.876)
C (0.043, -0.977, -3.142)
C (-0.442, -2.281, -3.713)
S (-0.942, -0.235, -1.892)
H (2.881, -0.319, -4.860)
H (1.460, -1.077, -5.580)
H (2.402, -1.946, -4.371)
H (0.089, -3.131, -3.268)
H (-0.289, -2.336, -4.792)
H (-1.504, -2.419, -3.510)
C (-2.043, 3.175, -2.374)
S (-2.143, 3.280, -0.591)
C (-3.859, 2.792, -0.440)
O (-1.447, 2.044, 0.007)
H (-2.746, 3.921, -2.747)
H (-2.308, 2.167, -2.690)
H (-1.029, 3.423, -2.672)
H (-4.472, 3.539, -0.943)
H (-4.115, 2.767, 0.617)
H (-3.988, 1.807, -0.886)

The HOMO-LUMO gap is 0.24796 Eh. Its LUMO energy is 0.12 eV.